No. 1
Entry from the Open Molecules 2025 dataset: a molecular structure, C10H12O5Sc at a distorted geometry (ωB97M-V with the def2-TZVPD basis set).

Last column: natural (NBO) charge in e.
Positions of all 28 atoms, in Å:
Sc  -0.00423  -0.00920  -0.07138  1.05
O  0.14928  3.18015  0.36454  -0.25
C  0.09906  2.04495  0.15456  0.42
C  -0.09485  -2.08465  -0.04473  0.43
O  -0.15301  -3.20207  0.08881  -0.24
C  2.05823  -0.09533  -0.05806  0.42
O  3.20666  -0.15227  0.02741  -0.25
C  -2.06259  0.09910  -0.08781  0.42
O  -3.20317  0.15557  -0.03846  -0.24
C  0.03238  0.66996  -5.15813  0.00
H  -0.87507  1.29348  -5.19478  0.25
H  0.99613  1.20354  -5.17444  0.25
C  -0.03112  -0.66513  -5.21491  0.00
H  0.87743  -1.28530  -5.27967  0.25
H  -0.99350  -1.19532  -5.30012  0.25
C  -0.00560  0.98056  4.14824  -0.43
C  0.78121  -0.32093  4.30866  -0.42
C  1.25380  -0.56374  2.89709  -0.05
O  -0.01971  -0.18493  2.17736  -0.64
C  -0.93085  0.68730  3.00081  -0.04
H  -0.58273  1.25096  4.98961  0.28
H  0.66166  1.78484  3.88774  0.22
H  0.13603  -1.11916  4.61206  0.24
H  1.62244  -0.24764  4.94424  0.27
H  1.95678  0.17404  2.53234  0.18
H  1.50923  -1.57038  2.59998  0.22
H  -1.75091  0.02176  3.20068  0.22
H  -1.20348  1.50913  2.35486  0.18

Summary:
LUMO (spin up / spin down) in eV: -13.03 / -15.69
Electronic energy in hartree: -1523.87167
Total charge: +3
Kohn-Sham gap (spin up / spin down) in eV: 7.8 / 3.8

No. 2
Entry from the Open Molecules 2025 dataset: a single C10H12OS molecule at a distorted geometry (ωB97M-V with the def2-TZVPD basis set).

Last column: natural (NBO) charge in e.
Positions of all 24 atoms, in Å:
C  -1.84121  -0.53791  -0.66283  -0.63
C  -0.97162  0.72166  -0.63562  -0.20
C  -0.54727  1.22452  -1.99892  -0.55
S  0.73209  2.46988  -1.96094  0.27
C  1.12731  1.86888  -0.35702  0.43
O  1.95734  2.42577  0.32711  -0.55
C  0.39967  0.56364  0.08390  -0.22
C  1.13505  -0.54247  -0.48390  -0.19
C  1.38329  -1.69546  0.10815  -0.19
C  1.05601  -1.81871  1.60068  -0.25
C  0.46286  -0.83177  2.16423  -0.13
C  0.05893  0.48841  1.62917  -0.42
H  -1.32280  -1.35923  -1.15085  0.22
H  -2.67730  -0.60331  -1.33239  0.23
H  -2.20109  -0.90177  0.32748  0.22
H  -1.64360  1.45795  -0.12464  0.22
H  -0.18672  0.36309  -2.64434  0.22
H  -1.39734  1.64148  -2.52625  0.23
H  1.56126  -0.27163  -1.47922  0.22
H  1.67124  -2.68747  -0.31000  0.22
H  1.33200  -2.77699  1.95605  0.21
H  0.16656  -0.90924  3.21488  0.19
H  -0.91002  0.59561  1.96716  0.22
H  0.65537  1.11506  2.28812  0.25

Summary:
SMILES string: C[C@@H]1CSC(=O)[C@]12C=CC=CC2
LUMO in eV: 0.65
Electronic energy in hartree: -861.60097
Total charge: 0
Kohn-Sham gap in eV: 9.2

Which of these has the highest electronic energy?
C10H12OS

Which of these has the highest total charge?
C10H12O5Sc